# C52H73BrCsN5O2P2S2Si3

A structure of composition C52H73BrCsN5O2P2S2Si3 in a non-equilibrium geometry (ωB97M-V/def2-TZVPD, the Open Molecules 2025 dataset).

Cartesian coordinates (Å):
Cs: 0.137 -0.278 -0.962
C: -3.449 4.807 0.690
Si: -3.067 2.973 0.263
C: -3.971 1.983 1.637
C: -4.035 2.682 -1.360
N: -1.487 2.397 0.119
P: -0.042 3.059 0.289
C: 1.061 1.824 0.579
P: 2.728 2.057 0.498
N: 3.425 0.622 0.448
Si: 5.044 0.163 0.581
C: 6.425 1.417 0.124
C: 5.515 -0.421 2.339
C: 5.327 -1.319 -0.593
C: 3.328 3.075 -0.904
C: 3.735 2.409 -2.059
C: 4.078 3.112 -3.201
C: 4.014 4.499 -3.209
C: 3.594 5.173 -2.072
C: 3.249 4.467 -0.934
C: 3.480 2.974 1.918
C: 2.909 2.664 3.151
C: 3.405 3.204 4.323
C: 4.490 4.071 4.283
C: 5.069 4.384 3.063
C: 4.572 3.837 1.889
C: -0.029 4.262 1.679
C: 0.732 5.425 1.779
C: 0.816 6.121 2.974
C: 0.134 5.674 4.095
C: -0.614 4.505 4.016
C: -0.682 3.805 2.827
C: 0.045 4.176 -1.182
C: -0.556 5.432 -1.202
C: -0.700 6.126 -2.392
C: -0.252 5.576 -3.583
C: 0.347 4.325 -3.575
C: 0.488 3.633 -2.384
H: -4.459 4.924 1.087
H: -3.360 5.441 -0.193
H: -2.749 5.176 1.440
H: -5.011 1.780 1.380
H: -3.961 2.530 2.580
H: -3.465 1.033 1.799
H: -5.109 2.807 -1.207
H: -3.859 1.677 -1.743
H: -3.714 3.390 -2.124
H: 6.623 2.086 0.962
H: 6.114 2.032 -0.720
H: 7.363 0.927 -0.144
H: 5.408 0.400 3.048
H: 6.543 -0.785 2.388
H: 4.854 -1.225 2.660
H: 5.326 -0.992 -1.634
H: 4.537 -2.060 -0.474
H: 6.282 -1.810 -0.398
H: 3.791 1.327 -2.024
H: 4.407 2.585 -4.090
H: 4.286 5.055 -4.099
H: 3.535 6.256 -2.077
H: 2.922 4.991 -0.047
H: 2.057 1.993 3.151
H: 2.949 2.960 5.276
H: 4.884 4.499 5.198
H: 5.920 5.057 3.031
H: 5.048 4.077 0.947
H: 1.250 5.811 0.910
H: 1.417 7.023 3.035
H: 0.189 6.232 5.023
H: -1.142 4.145 4.892
H: -1.255 2.888 2.745
H: -0.924 5.854 -0.276
H: -1.181 7.098 -2.397
H: -0.374 6.118 -4.514
H: 0.707 3.893 -4.501
H: 0.969 2.662 -2.368
C: -2.394 -5.257 2.167
C: -3.080 -4.981 0.823
C: -4.072 -6.115 0.536
C: -1.973 -5.018 -0.235
Si: -3.936 -3.239 0.832
Br: -2.268 -1.689 0.842
C: -4.907 -2.874 2.496
C: -3.933 -2.623 3.655
C: -5.829 -4.039 2.878
C: -5.756 -1.603 2.369
C: -4.995 -2.872 -0.756
C: -6.382 -3.524 -0.673
C: -4.295 -3.408 -2.011
C: -5.172 -1.362 -0.960
H: -1.829 -6.189 2.094
H: -3.109 -5.365 2.982
H: -1.688 -4.462 2.406
H: -3.544 -7.071 0.556
H: -4.520 -6.007 -0.451
H: -4.874 -6.155 1.274
H: -1.447 -5.975 -0.174
H: -1.241 -4.235 -0.062
H: -2.334 -4.910 -1.253
H: -3.271 -3.464 3.834
H: -4.502 -2.439 4.571
H: -3.318 -1.748 3.458
H: -5.258 -4.940 3.101
H: -6.535 -4.273 2.081
H: -6.403 -3.780 3.771
H: -5.141 -0.756 2.069
H: -6.202 -1.367 3.339
H: -6.569 -1.722 1.655
H: -6.312 -4.603 -0.525
H: -6.926 -3.346 -1.604
H: -6.973 -3.107 0.141
H: -4.252 -4.496 -2.022
H: -3.280 -3.025 -2.111
H: -4.855 -3.095 -2.896
H: -5.693 -0.888 -0.133
H: -5.756 -1.190 -1.868
H: -4.212 -0.864 -1.080
N: 5.499 -4.293 -5.445
C: 4.275 -4.025 -4.830
C: 4.140 -2.915 -3.995
C: 2.918 -2.611 -3.431
C: 1.820 -3.414 -3.692
C: 1.938 -4.515 -4.519
C: 3.160 -4.823 -5.091
S: 0.256 -3.022 -2.918
O: -0.687 -4.053 -3.298
O: -0.096 -1.683 -3.345
N: 0.454 -2.919 -1.353
C: 1.179 -3.688 -0.564
S: 2.253 -5.026 -1.145
C: 2.740 -5.285 0.505
C: 2.097 -4.419 1.316
N: 1.221 -3.563 0.727
H: 6.296 -3.888 -4.980
H: 5.640 -5.255 -5.708
H: 5.006 -2.304 -3.772
H: 2.818 -1.764 -2.767
H: 1.065 -5.127 -4.694
H: 3.266 -5.692 -5.730
H: 3.476 -6.028 0.753
H: 2.222 -4.354 2.386

Charge: -2
Spin multiplicity: 1
LUMO energy: 3.55 eV
HOMO level: -1.3 eV
E_tot: -201132.92354 eV
ΔE to the lowest compared entry with this formula, charge and spin: 16.94 kcal per mole